18
Properties=species:S:1:pos:R:3:forces:R:3 method="wB97M-V/def2-TZVPD" e_above_lowest_kj_mol=89.6 energy_ha=-761.88727 e_lumo_ev=3.65 charge=-1 max_force_ev_per_a=1.469 homo_lumo_gap_ev=6.650
C -0.384 -1.476 -0.740 -0.9891 0.2466 -0.1524
C -1.627 -0.947 0.050 -0.3245 -0.0523 0.1067
S -1.405 -0.840 1.866 0.1857 0.2017 -0.3686
C 0.179 -0.403 -1.622 0.0323 0.4511 -0.1426
N 0.986 0.572 -1.085 -0.2501 -0.9066 0.2224
C 1.747 0.412 0.143 -0.2070 0.8869 0.2894
O -0.202 -0.324 -2.790 0.3473 0.1303 0.1858
H 0.183 -1.943 0.022 1.3013 0.0324 0.6504
H -0.631 -2.296 -1.405 -0.4289 0.0771 -0.3036
H -2.047 -0.007 -0.330 0.5441 0.0077 -0.1737
H -2.412 -1.652 -0.152 -0.4705 -0.4823 0.0033
H 1.354 1.209 -1.767 -0.0635 0.1409 -0.1779
H 1.335 -0.364 0.772 0.0058 -0.4495 -0.1577
H 1.644 1.288 0.794 0.0348 0.1269 -0.2675
H 2.800 0.283 -0.090 0.2512 -0.3290 0.1399
H -0.690 1.415 2.031 -0.4180 -1.4087 0.0077
H -0.525 2.891 1.848 -0.0154 0.3079 -0.0622
O -0.304 2.185 2.455 0.4644 1.0189 0.2005